Entry 1:
This record from the Open Molecules 2025 dataset describes a cluster of 2 separate species, C9H15FO3 in total at a distorted geometry. The level of theory is ωB97M-V with the def2-TZVPD basis set.

Geometry as XYZ:
```
28
Properties=species:S:1:pos:R:3:forces:R:3:lowdin_charge:R:1
C -0.974 -2.413 0.466 0.313 -1.272 1.136 -0.098
C 0.204 -1.602 0.212 0.341 -4.129 5.124 -0.144
C 2.201 0.519 0.120 1.004 1.150 -1.213 -0.495
C 3.212 1.619 -0.408 -2.516 -2.061 1.810 0.055
C -0.352 -0.818 -2.158 -0.412 0.636 3.290 0.012
C -0.838 0.983 1.964 2.606 -0.802 0.258 -0.008
C -1.879 1.150 -0.341 -1.036 -0.586 1.722 -0.089
C 0.428 -0.753 -0.807 -0.735 5.225 -8.584 -0.283
C -0.993 1.553 0.589 0.266 -0.364 -1.478 -0.296
O 1.995 0.128 1.234 0.574 0.491 1.129 0.076
O -2.870 0.146 -0.090 0.925 2.701 -2.021 -0.001
O 1.466 0.111 -0.922 -0.251 -0.264 -0.207 0.067
F -0.029 2.374 0.077 -0.007 0.346 0.615 0.035
H -1.869 -1.971 0.012 -0.078 -0.276 0.583 0.061
H -0.929 -2.560 1.608 -0.980 0.127 -1.498 0.112
H 1.035 -1.594 0.895 -0.062 -0.959 0.252 0.103
H 2.601 2.184 -1.061 -0.076 0.425 -1.381 0.064
H 4.070 1.119 -0.801 0.675 0.294 -0.232 0.078
H 3.284 2.238 0.451 1.200 0.533 0.807 0.071
H -0.113 -1.634 -2.714 1.074 -2.661 -1.783 0.042
H -0.454 -0.004 -2.829 0.949 1.373 -0.185 0.076
H -1.385 -0.973 -1.911 -0.769 -0.353 0.402 0.056
H -1.750 1.148 2.438 -1.568 0.133 1.262 0.059
H 0.040 1.223 2.706 -1.612 0.239 -2.051 0.140
H -0.687 -0.102 1.795 -0.213 0.295 0.395 0.062
H -1.958 1.627 -1.287 0.059 0.060 -0.617 0.122
H -0.927 -3.492 0.070 0.082 1.180 0.223 0.107
H -2.528 -0.207 0.691 0.246 -1.482 2.242 0.018
```
Forces are in eV/Å.

The value obtained for the orbital gap (spin up / spin down) is 5.45 / 7.29 eV. The energy is -677.2627 Eh. Its expectation value of S² is 2.007. The spin multiplicity is 3.



Entry 2:
This record from the Open Molecules 2025 dataset describes a structure of composition C9H15GaN7S2. The level of theory is ωB97M-V with the def2-TZVPD basis set.

Geometry as XYZ:
```
34
Properties=species:S:1:pos:R:3:forces:R:3:lowdin_charge:R:1
Ga 0.041 -1.014 0.319 -0.316 0.121 -0.484 0.311
C -2.206 2.604 -0.961 -0.173 0.123 0.124 0.035
C -1.402 1.578 -0.249 -0.134 0.107 -0.131 -0.192
N -1.629 0.319 -0.251 0.473 -0.308 0.163 0.002
N -2.727 -0.227 -0.830 -0.326 0.057 -0.249 0.050
C -2.826 -1.568 -0.916 0.343 -0.185 0.036 -0.696
N -3.952 -2.113 -1.294 -0.197 -0.024 -0.080 0.197
S -1.469 -2.572 -0.566 0.143 0.085 0.293 0.841
C -0.220 1.933 0.569 0.188 0.234 0.060 -0.184
C 0.074 3.226 0.946 -0.107 -0.004 -0.043 0.062
C 1.163 3.461 1.787 0.079 -0.089 0.050 0.048
C 1.908 2.388 2.244 -0.049 0.122 -0.039 0.033
C 1.563 1.114 1.819 0.044 -0.022 0.094 -0.065
N 0.534 0.896 0.993 0.126 -0.715 -0.128 0.022
H -2.701 2.186 -1.837 0.029 0.022 -0.022 0.102
H -1.576 3.429 -1.288 0.028 -0.038 -0.048 0.110
H -2.973 3.039 -0.310 0.014 -0.071 0.044 0.134
H -3.526 0.359 -1.043 0.007 0.082 0.066 0.181
H -4.797 -1.588 -1.484 0.036 0.076 -0.011 0.160
H -4.031 -3.118 -1.389 0.066 -0.028 0.020 0.147
H -0.540 4.057 0.627 -0.008 -0.050 -0.074 0.140
H 1.408 4.474 2.080 -0.008 -0.010 0.044 0.148
H 2.740 2.529 2.920 0.008 -0.042 -0.017 0.143
H 2.105 0.241 2.158 0.044 0.048 -0.044 0.098
N 1.606 -1.242 -1.288 -0.096 0.640 0.475 0.044
N 2.463 -2.303 -0.971 0.210 -0.350 0.260 -0.006
C 2.457 -2.901 0.237 -0.285 0.094 0.107 -0.694
N 3.271 -3.903 0.450 0.110 -0.039 -0.074 0.189
S 1.436 -2.402 1.548 -0.159 0.153 -0.222 0.852
H 1.327 -1.341 -2.265 -0.304 -0.096 0.124 0.153
H 2.110 -0.357 -1.211 0.271 -0.005 -0.191 0.137
H 3.197 -2.534 -1.630 -0.070 0.071 -0.138 0.190
H 3.919 -4.251 -0.248 -0.017 0.001 -0.001 0.161
H 3.255 -4.398 1.333 0.032 0.040 0.035 0.146
```
Forces are in eV/Å.

The value obtained for the orbital gap is 8.71 eV. As for the charge: +3. The energy is -3455.5020 Eh. The relative energy (zero: lowest compared OMol25 entry of this formula, charge and spin) comes out at 3.0 kcal per mole.



Entry 3:
This record from the Open Molecules 2025 dataset describes a cluster of 2 separate species, C9H15IN4P in total at a distorted geometry. The level of theory is ωB97M-V with the def2-TZVPD basis set.

Geometry as XYZ:
```
30
Properties=species:S:1:pos:R:3:forces:R:3:lowdin_charge:R:1
C 0.696 -3.767 -2.293 0.776 -0.752 -0.282 -0.125
C 1.949 -3.706 -1.796 -0.617 -0.347 -0.344 -0.065
C -2.592 3.106 1.855 -0.346 -0.330 0.680 -0.045
C -2.191 2.795 3.119 -0.673 -0.012 -0.387 -0.061
C -1.405 -2.777 -2.026 0.049 -0.171 -0.024 0.010
C 1.132 -2.110 -0.308 0.374 0.545 1.127 -0.610
C -0.441 3.432 1.969 0.245 0.011 -0.040 -0.070
C 3.516 -2.112 -0.844 0.378 0.412 -0.037 -0.091
C -1.472 3.864 -0.231 0.117 0.034 -1.053 0.018
N -0.148 -2.779 -1.881 -1.084 0.282 -0.598 -0.077
N 2.222 -2.748 -0.861 -0.151 0.035 0.392 -0.223
N -1.491 3.501 1.160 0.385 0.004 0.756 -0.108
N -0.851 3.016 3.166 0.330 0.143 -0.175 0.110
P 1.180 -0.430 0.016 0.598 0.287 -0.063 0.366
I -0.896 -0.194 1.270 -0.428 -0.022 0.250 0.295
H 0.393 -4.498 -3.031 0.005 -0.091 -0.017 0.118
H 2.752 -4.350 -2.113 0.102 -0.093 -0.006 0.127
H -3.566 3.058 1.414 -0.145 0.014 -0.107 0.143
H -2.756 2.431 3.951 -0.062 -0.031 0.179 0.136
H -1.970 -3.625 -2.409 0.047 -0.113 -0.122 0.087
H -1.959 -1.902 -1.727 -0.102 0.231 0.091 0.060
H 0.438 -2.756 0.215 -0.029 -0.008 -0.185 0.069
H 0.568 3.682 1.703 0.126 0.005 -0.038 0.168
H 4.274 -2.835 -1.134 0.009 -0.028 -0.053 0.094
H 3.551 -1.262 -1.533 0.097 -0.021 -0.035 0.086
H 3.731 -1.748 0.164 -0.035 -0.079 -0.116 0.079
H -0.619 4.506 -0.441 -0.048 0.008 0.079 0.108
H -1.395 2.969 -0.854 0.000 0.024 0.159 0.106
H -2.389 4.388 -0.492 0.059 0.032 0.133 0.110
H -0.259 2.853 3.969 0.024 0.031 -0.163 0.186
```
Forces are in eV/Å.

The value obtained for the orbital gap is 7.05 eV. As for the charge: +1. The energy is -1209.7176 Eh. The relative energy (zero: lowest compared OMol25 entry of this formula, charge and spin) comes out at 0.0 kcal per mole.



Entry 4:
This record from the Open Molecules 2025 dataset describes a cluster of 2 separate species, C9H15IS in total at a distorted geometry. The level of theory is ωB97M-V with the def2-TZVPD basis set.

Geometry as XYZ:
```
26
Properties=species:S:1:pos:R:3:forces:R:3:lowdin_charge:R:1
C 2.158 1.624 -1.290 -1.016 -1.116 1.607 -0.041
C 2.974 0.756 -0.699 -1.252 0.303 1.213 -0.044
C 0.988 1.990 -0.379 1.734 0.345 -1.400 -0.317
C 0.230 3.061 -0.628 0.355 -0.738 -1.576 0.030
C 1.172 1.167 0.876 0.092 -0.788 -2.031 -0.113
C 2.435 0.308 0.677 0.218 -0.204 -0.229 -0.306
C 2.160 -1.238 0.706 -0.567 3.007 -1.410 -0.031
C -1.996 -1.748 -0.647 1.132 0.150 -0.295 -0.268
C -2.857 -0.819 -1.473 1.992 1.333 1.047 -1.137
S -1.749 0.318 -2.396 0.022 0.067 0.965 0.630
I -4.229 0.291 -0.227 0.022 -0.256 -0.120 0.726
H 2.378 1.907 -2.280 -0.293 0.941 -1.021 0.092
H 3.864 0.436 -1.184 0.661 -0.520 0.031 0.096
H -0.438 3.474 0.105 -0.413 0.147 -0.120 0.060
H 0.284 3.400 -1.709 -0.251 0.235 1.713 0.091
H 1.290 1.877 1.625 -0.070 0.797 1.934 0.101
H 0.365 0.465 1.019 -0.708 0.246 0.408 0.100
H 3.082 0.575 1.515 0.552 -0.244 -0.257 0.128
H 2.966 -1.651 0.175 0.643 -1.204 -0.950 0.059
H 1.159 -1.425 0.330 0.144 -0.257 -0.754 0.067
H 2.148 -1.608 1.654 0.201 -0.937 2.881 0.039
H -1.332 -1.161 0.022 -0.467 -0.548 -0.269 0.055
H -1.391 -2.425 -1.257 0.461 0.781 -0.623 0.079
H -2.491 -2.523 -0.141 -1.437 -0.393 1.411 0.047
H -3.393 -1.306 -2.210 -1.372 -0.997 -1.261 -0.007
H -1.088 0.740 -1.260 -0.380 -0.151 -0.891 -0.136
```
Forces are in eV/Å.

The value obtained for the orbital gap is 9.00 eV. The energy is -1047.7272 Eh. The relative energy (zero: lowest compared OMol25 entry of this formula, charge and spin) comes out at 14.6 kcal per mole. Its SMILES is C=C1C=C[C@H](C)C1.C[C@H](S)I.



Entry 5:
This record from the Open Molecules 2025 dataset describes a structure of composition C9H15MnO6 at a distorted geometry. The level of theory is ωB97M-V with the def2-TZVPD basis set.

Geometry as XYZ:
```
31
Properties=species:S:1:pos:R:3:forces:R:3:lowdin_charge:R:1
O 0.007 2.479 1.527 -0.968 1.120 -0.281 0.057
C -0.771 3.000 0.751 0.093 -0.077 0.781 -0.111
C -1.072 2.404 -0.586 -0.367 0.415 -0.465 -0.107
O -0.258 1.260 -0.757 -0.628 0.121 -0.744 -0.174
C -0.724 0.247 -1.607 0.420 -0.288 -0.414 -0.099
C -1.662 -0.686 -0.935 -0.462 -0.094 -0.155 -0.031
O -2.241 -0.267 0.098 0.521 0.310 0.089 -0.019
C -3.081 -1.111 0.916 -0.434 -0.382 0.347 0.059
H -0.875 3.151 -1.372 0.020 -0.151 0.134 0.164
H -1.332 3.909 1.026 0.199 -0.079 -0.068 0.159
H -2.148 2.173 -0.618 0.224 -0.010 0.029 0.153
H 0.151 -0.342 -1.925 -0.154 0.192 0.034 0.162
H -1.207 0.635 -2.520 0.038 -0.032 0.163 0.174
H -2.037 -1.564 -1.479 0.257 -0.005 0.371 0.177
H -0.463 -1.953 0.137 0.651 -0.095 0.446 0.122
H -3.957 -0.508 1.168 0.188 -0.179 -0.068 0.119
H -3.355 -2.017 0.365 0.071 0.207 0.141 0.118
H -2.489 -1.326 1.811 -0.095 0.001 -0.235 0.118
O 2.791 1.633 0.561 0.341 0.075 -0.226 -0.217
C 3.551 0.886 -0.210 0.208 -0.214 -0.228 -0.273
C 3.175 -0.324 -0.676 1.072 0.359 -0.361 -0.148
O 1.875 -0.727 -0.360 -0.474 -0.751 -0.466 -0.255
C 1.728 -1.937 0.388 0.157 -0.474 -0.153 -0.150
C 0.349 -1.871 1.031 -0.215 0.377 0.025 -0.325
O 0.164 -0.702 1.698 -0.789 -1.093 0.060 -0.274
Mn 1.042 0.804 0.850 1.162 0.315 1.214 0.938
H 4.533 1.279 -0.510 -0.301 -0.134 0.179 0.124
H 3.757 -0.975 -1.328 -0.230 0.196 0.211 0.116
H 2.509 -1.970 1.166 -0.288 -0.033 -0.178 0.149
H 1.830 -2.809 -0.277 0.048 0.197 0.161 0.138
H 0.211 -2.771 1.664 -0.266 0.206 -0.342 0.136
```
Forces are in eV/Å.

The value obtained for the orbital gap (spin up / spin down) is 4.93 / 5.16 eV. As for the charge: +1. The energy is -1954.0158 Eh. Its expectation value of S² is 8.758. The spin multiplicity is 6.



Entry 6:
This record from the Open Molecules 2025 dataset describes the ion C9H15N2O with charge +1 at a distorted geometry. The level of theory is ωB97M-V with the def2-TZVPD basis set.

Geometry as XYZ:
```
27
Properties=species:S:1:pos:R:3:forces:R:3:lowdin_charge:R:1
C 2.594 -0.805 -1.437 0.663 -1.091 -1.705 -0.052
C 1.867 0.340 -1.777 2.592 -1.210 0.127 -0.020
C 2.332 -1.669 -0.326 0.789 1.170 -1.392 -0.132
C -0.937 1.771 -0.248 -1.740 -2.001 0.210 -0.136
C 0.466 0.491 -1.563 1.681 -0.841 1.576 -0.143
C -0.659 1.162 1.151 1.354 1.376 0.258 -0.273
C 0.219 -0.964 0.104 1.305 0.172 -0.694 -0.298
C -1.866 1.463 1.992 3.622 3.782 0.571 -0.005
C -0.684 -1.996 -0.615 -1.408 1.359 0.661 -0.002
N 1.450 -1.341 0.542 -3.308 -0.434 1.094 0.088
N -0.531 -0.314 1.229 0.800 0.289 -1.635 0.120
O 0.118 1.719 -1.158 -0.734 1.019 -0.046 -0.046
H 3.625 -0.944 -1.945 -1.742 0.368 1.213 0.146
H 2.731 1.063 -1.986 -2.394 0.198 -0.094 0.157
H 3.050 -2.359 0.041 1.093 -0.290 -0.065 0.115
H -1.968 1.264 -0.584 2.090 0.937 0.083 0.193
H -1.151 2.804 -0.089 -0.111 0.700 0.044 0.130
H -0.255 -0.074 -2.134 -0.056 -0.184 -0.085 0.131
H 0.306 1.543 1.617 -1.078 -0.195 -0.913 0.193
H -2.462 0.708 1.876 -4.101 -3.995 -0.237 0.036
H -2.244 2.329 1.561 -1.442 1.508 -0.643 0.078
H -1.728 1.756 3.009 0.469 -0.404 0.828 0.110
H -1.209 -2.675 0.097 0.503 0.378 -0.352 0.110
H -0.118 -2.545 -1.286 1.573 -1.408 -0.894 0.064
H -1.443 -1.600 -1.336 0.279 0.323 1.049 0.100
H -0.071 -0.376 2.136 -0.052 -1.410 0.092 0.189
H -1.435 -0.748 1.132 -0.647 -0.114 0.949 0.150
```
Forces are in eV/Å.

The value obtained for the orbital gap is 8.65 eV. As for the charge: +1. The energy is -536.2745 Eh. The relative energy (zero: lowest compared OMol25 entry of this formula, charge and spin) comes out at 119.7 kcal per mole. Its SMILES is C\C1=N/C=C\C=C\OC[C@@H](C)[NH2+]1.



Entry 7:
This record from the Open Molecules 2025 dataset describes the ion C9H15N2O2 with charge -1 at a distorted geometry. The level of theory is ωB97M-V with the def2-TZVPD basis set.

Geometry as XYZ:
```
28
Properties=species:S:1:pos:R:3:forces:R:3:lowdin_charge:R:1
C -1.867 -0.272 0.223 -0.686 1.111 -2.942 -0.392
C 0.291 -1.145 -0.862 0.941 2.028 1.778 -0.059
C 1.630 -1.211 -0.112 1.132 0.814 -1.034 -0.190
C -0.450 0.072 -0.186 -0.032 -0.027 1.005 -0.361
C 0.363 0.387 1.096 0.032 -1.944 -1.670 -0.209
C -3.004 -0.212 -0.827 -1.122 -0.657 1.897 -0.093
C 2.854 -0.713 -0.951 0.486 -2.316 1.683 -0.049
C -0.415 1.278 -1.146 -0.854 -0.618 -0.192 -0.044
C -0.013 1.384 2.103 -1.365 0.296 -1.404 -0.011
N -2.268 -0.631 1.363 -2.513 -1.007 0.832 -0.167
N 1.534 -0.191 1.069 -2.773 -0.338 -1.896 -0.212
O 2.497 0.062 1.836 1.547 -0.338 0.922 -0.126
O -1.501 -0.938 2.310 1.844 -0.275 1.540 -0.249
H 0.401 -1.019 -1.930 0.059 -0.087 -0.214 0.107
H -0.329 -1.934 -0.596 -0.858 -1.888 0.045 0.093
H 1.863 -2.202 0.288 -0.147 0.282 0.303 0.138
H -4.034 -0.262 -0.207 2.370 -0.461 -1.481 0.102
H -2.893 -1.042 -1.590 -0.452 0.924 0.611 0.065
H -3.061 0.756 -1.280 0.116 0.554 -0.894 0.016
H 3.391 -0.254 -0.153 1.111 0.764 0.219 0.046
H 2.648 -0.049 -1.715 -0.924 1.682 -1.382 0.033
H 3.549 -1.450 -1.416 -0.801 -0.099 0.545 0.079
H -0.821 0.916 -2.144 0.112 1.080 1.202 0.102
H 0.582 1.581 -1.282 1.803 -0.038 -0.552 0.050
H -0.805 2.211 -0.711 -0.907 -0.523 -0.424 0.082
H 0.906 1.831 2.279 1.776 1.506 0.800 0.041
H -0.384 0.945 3.056 -0.276 0.390 -1.066 0.101
H -0.665 2.101 1.485 0.380 -0.817 1.767 0.110
```
Forces are in eV/Å.

The value obtained for the orbital gap is 5.72 eV. As for the charge: -1. The energy is -611.7855 Eh. The relative energy (zero: lowest compared OMol25 entry of this formula, charge and spin) comes out at 0.0 kcal per mole. Its SMILES is CC1=[N+]([O-])[C@H](C)C[C@@]1(C)/C(C)=N\[O-].



Entry 8:
This record from the Open Molecules 2025 dataset describes a structure of composition C9H15N2O2Sm at a distorted geometry. The level of theory is ωB97M-V with the def2-TZVPD basis set.

Geometry as XYZ:
```
29
Properties=species:S:1:pos:R:3:forces:R:3:lowdin_charge:R:1
C 1.821 -1.387 0.834 -0.911 -2.708 -0.164 -0.104
C 0.786 -2.272 0.540 2.705 0.288 1.003 -0.102
H 1.992 -0.911 1.813 -0.194 -0.480 -0.186 0.078
H 2.558 -1.068 0.104 -0.026 -0.318 -0.259 0.090
H 0.621 -2.690 -0.453 0.481 0.076 -0.040 0.097
H -0.003 -2.561 1.256 0.643 0.133 -0.081 0.079
Sm -0.190 -0.028 0.218 -2.273 1.476 0.544 1.843
C 0.724 1.567 -1.521 -0.601 0.155 -0.285 -0.171
C 0.829 0.263 -2.087 0.063 -0.056 -0.329 -0.191
C -1.420 0.711 -1.785 0.559 0.438 -0.340 -0.183
C -0.665 1.846 -1.327 0.136 0.126 -1.017 -0.196
H 1.759 -0.218 -2.409 -0.432 0.183 0.158 0.133
H -0.745 -1.236 -2.694 0.142 0.400 0.176 0.135
H -2.510 0.599 -1.745 0.514 0.111 -0.080 0.140
C -0.486 -0.267 -2.253 -0.063 0.507 -0.311 -0.187
H -1.073 2.773 -0.905 0.175 -0.561 -0.300 0.133
H 1.549 2.261 -1.306 -0.415 -0.428 -0.108 0.137
C -2.972 1.575 4.403 -0.031 -0.283 0.484 0.049
O -2.886 1.170 2.985 1.970 1.058 -0.541 0.040
C -1.733 1.240 2.365 -2.024 -1.290 -1.836 -0.469
O -1.743 1.430 1.103 0.377 -0.067 3.245 -0.066
N -0.558 0.746 3.055 0.651 0.318 -0.531 0.023
N -0.543 -0.743 2.840 -0.363 0.858 -0.309 0.009
H -2.515 0.775 5.012 -0.354 0.551 -0.135 0.104
H -4.054 1.659 4.557 0.489 -0.062 0.145 0.119
H -2.473 2.550 4.557 -0.274 -0.604 -0.180 0.121
H 0.313 1.166 2.637 -1.029 -0.399 0.866 0.141
H 0.412 -1.065 2.935 0.210 0.251 0.534 0.067
H -1.038 -1.189 3.617 -0.125 0.328 -0.122 0.133
```
Forces are in eV/Å.

The value obtained for the orbital gap (spin up / spin down) is 7.44 / 7.58 eV. As for the charge: +2. The energy is -1269.1815 Eh. Its expectation value of S² is 8.774. The spin multiplicity is 6.